Entry from OMol25: 10 unconnected molecules or ions with the total composition H20O10 in a non-equilibrium geometry (ωB97M-V/def2-TZVPD).

Geometry (Å):
O  0.2524  1.9543  -3.0142
H  0.4162  1.3050  -3.7095
H  -0.6992  2.1043  -3.0231
O  -3.2914  -2.1576  1.3323
H  -3.3847  -2.2746  0.3853
H  -3.8210  -1.4816  1.7541
O  0.2798  2.7461  -0.1961
H  -0.1574  2.2573  -0.9114
H  -0.0391  3.6524  -0.1333
O  2.9831  -2.6779  -0.5802
H  3.5257  -1.9692  -0.2115
H  2.3814  -2.1468  -1.1333
O  0.9961  -1.7079  -2.7073
H  0.6418  -0.9214  -2.2845
H  1.2721  -1.6377  -3.6221
O  2.3058  0.4472  2.4761
H  2.9233  1.1088  2.1232
H  2.2217  0.7674  3.3820
O  2.7884  1.8203  0.0253
H  1.9356  2.1484  0.4283
H  2.3719  1.2635  -0.6415
O  -0.6088  -1.9619  1.2434
H  -0.5490  -1.6977  0.3157
H  -0.9824  -2.8453  1.2972
O  -2.6094  -0.1701  2.8792
H  -1.7983  -0.0865  2.3391
H  -2.1032  -0.8801  3.3225
O  -2.1333  1.0045  -0.6030
H  -2.2141  0.4771  0.2020
H  -2.9039  1.5596  -0.7345

Summary:
HOMO-LUMO gap   10.3 eV
Lowest unoccupied orbital energy   -0.246 eV
Spin multiplicity   1
SMILES   O.O.O.O.O.O.O.O.O.O
Energy relative to the best compared isomer or geometry (same formula, charge and spin)   91.2 kcal/mol
Total charge   0
DFT total energy   -20798.6586 eV

=====

Entry from OMol25: C3H5N3O in the gas phase (ωB97M-V/def2-TZVPD).

Geometry (Å):
O  1.2022  1.8110  -1.3159
C  -0.0407  1.1929  -1.1539
C  -0.1716  0.3555  0.0753
N  -1.3475  -0.2914  0.2963
C  -0.9764  -1.2920  1.0559
N  0.3401  -1.2209  1.3213
N  0.8783  -0.1551  0.6880
H  1.8653  1.2061  -0.9553
H  -0.2294  0.4383  -1.9372
H  -0.8365  1.9352  -1.2383
H  -1.6094  -2.1217  1.3281
H  0.9256  -1.8579  1.8357

Summary:
HOMO-LUMO gap   10.7 eV
Lowest unoccupied orbital energy   0.807 eV
Spin multiplicity   1
SMILES   OCc1nc[nH]n1
Energy relative to the best compared isomer or geometry (same formula, charge and spin)   31.7 kcal/mol
Total charge   0
DFT total energy   -9709.2094 eV

=====

Number 1: highest occupied orbital energy -10.56 eV. Number 2: highest occupied orbital energy -9.90 eV.